[1]
# C2H7N2O

The ion C2H7N2O with charge +1 in a non-equilibrium geometry (the ωB97M-V functional and the def2-TZVPD basis, the OMol25 dataset).

Last column: natural (NBO) charge in e.
Element x y z (Å)
O  0.68311  -0.33801  -0.55214  -0.40
N  -1.78364  -0.73474  0.20924  -0.67
N  -0.05615  0.80285  -0.36653  -0.32
C  1.91128  -0.25563  0.26383  -0.25
C  -1.62914  0.52600  -0.11298  0.38
H  -2.25581  1.52519  -0.11087  0.30
H  -2.64113  -1.25665  0.29137  0.46
H  2.17358  0.90241  0.20365  0.21
H  1.72305  -0.55859  1.20444  0.18
H  -0.83204  -1.14965  0.35442  0.46
H  0.04562  1.51500  -1.20873  0.41
H  2.66128  -0.97818  -0.17569  0.23

The energy relative to the best compared isomer or geometry (same formula, charge and spin) comes out at 445.8 kJ/mol. For the HOMO energy, the calculation gives -14.96 eV. For the energy, the calculation gives -264.76139 hartree. The value obtained for the lowest unoccupied orbital energy is -5.16 eV. The net charge is +1. The SMILES is CONC=[NH2+]. Its orbital gap is 9.79 eV.

[2]
# C17H58N4O10

A structure of composition C17H58N4O10 in a non-equilibrium geometry (the ωB97M-V functional and the def2-TZVPD basis, the OMol25 dataset).

Last column: Löwdin charge in e.
Element x y z (Å)
O  7.44868  -23.46179  -18.20961  -0.03
O  9.72217  -24.47083  -17.25112  -0.11
O  9.78787  -26.02609  -18.93446  -0.07
O  4.96483  -24.98224  -14.13403  -0.13
O  9.96334  -23.89648  -15.29010  0.00
O  5.67148  -29.51956  -16.68917  -0.19
O  7.10385  -28.42555  -11.22737  -0.19
O  9.35120  -25.89936  -14.82877  -0.06
O  7.48633  -24.41610  -16.07856  -0.29
O  9.21953  -20.09387  -13.89410  -0.20
N  7.14436  -25.72455  -13.78497  -0.03
N  4.84015  -22.94858  -12.38465  0.02
N  6.25823  -27.40029  -14.82119  -0.02
N  8.61821  -22.81071  -13.54701  0.09
C  7.83607  -29.33309  -14.51933  -0.03
C  6.44196  -29.67733  -11.18977  -0.10
C  6.89023  -28.73629  -16.83701  -0.15
C  5.31015  -30.12077  -17.91836  -0.11
C  6.13979  -25.50129  -11.52975  -0.05
C  9.31254  -18.63140  -13.80198  -0.07
C  7.37033  -28.17696  -15.48987  -0.29
C  7.57691  -25.77702  -16.57653  -0.08
C  6.72350  -22.53496  -15.17584  -0.04
C  7.23511  -26.15190  -12.42921  -0.27
C  5.68022  -25.25105  -15.33299  -0.21
C  8.04940  -22.03986  -14.68165  -0.37
C  3.85487  -24.11015  -14.26249  -0.14
C  7.99129  -20.55270  -14.40885  -0.20
C  7.00823  -27.75328  -12.47021  -0.20
C  2.50338  -22.51713  -12.69204  -0.06
C  3.61593  -23.57365  -12.83330  -0.40
H  6.08865  -24.41253  -11.52091  0.04
H  9.87180  -23.63325  -17.68967  0.11
H  6.81169  -30.19968  -12.07212  0.07
H  8.23417  -27.54901  -15.70794  0.11
H  7.81635  -28.13535  -13.09397  0.06
H  5.41020  -27.89066  -15.06713  0.13
H  8.25333  -24.28816  -15.51558  0.07
H  6.76745  -26.11818  -17.22189  0.14
H  6.80719  -23.60800  -15.34806  -0.04
H  10.83536  -23.56577  -15.07458  0.17
H  9.95697  -25.41524  -15.38992  0.04
H  9.44780  -18.20462  -14.79579  0.08
H  5.10615  -25.84113  -11.59454  0.07
H  4.13731  -23.33312  -14.97280  0.12
H  5.90818  -30.99335  -18.18122  0.08
H  6.03356  -24.29011  -15.70695  0.07
H  5.56198  -23.53083  -12.78471  0.02
H  8.42721  -18.15781  -13.37769  0.09
H  5.35466  -29.65587  -11.26325  0.09
H  1.51578  -22.95222  -12.84516  0.07
H  6.72178  -27.93280  -17.55404  0.11
H  6.01465  -28.04869  -12.80731  0.13
H  6.79353  -23.56490  -17.51940  0.02
H  5.48969  -29.46198  -18.76798  0.08
H  6.13858  -26.58789  -15.40922  -0.09
H  8.61485  -22.21933  -15.59607  0.14
H  8.82699  -29.73513  -14.73040  0.09
H  10.24254  -18.28570  -13.35065  0.08
H  6.79181  -30.15841  -10.27638  0.09
H  6.26304  -25.87487  -14.25483  -0.03
H  7.11420  -30.13972  -14.64712  0.09
H  5.07899  -25.62747  -16.16059  0.16
H  10.57410  -26.04777  -18.38893  0.03
H  9.36520  -23.33613  -14.79568  0.00
H  4.94112  -22.06840  -12.86961  0.06
H  6.46956  -25.99622  -15.23418  -0.05
H  5.98363  -22.36180  -14.39435  0.07
H  8.15781  -22.57452  -12.67963  0.12
H  4.26613  -30.40829  -17.79404  0.09
H  9.68911  -24.25163  -16.31994  -0.21
H  7.71043  -26.32622  -14.36607  0.04
H  7.68090  -29.33948  -17.28323  0.13
H  7.76540  -20.02958  -15.33805  0.14
H  9.56271  -22.50069  -13.36846  0.10
H  2.59746  -21.86631  -13.56135  0.07
H  2.97856  -24.61758  -14.66585  0.13
H  8.58534  -25.95591  -16.94958  0.11
H  7.24444  -20.34542  -13.64247  0.13
H  3.30234  -24.39976  -12.19509  0.13
H  8.18401  -24.00477  -17.92557  -0.02
H  2.50568  -21.83949  -11.83829  0.08
H  6.40084  -22.14586  -16.14154  0.12
H  9.14696  -25.29305  -14.11679  0.06
H  8.19650  -25.96837  -11.94950  0.13
H  7.37821  -26.33722  -15.66285  0.01
H  6.22653  -25.78937  -10.48208  0.07
H  9.23425  -25.35749  -18.53109  -0.03
H  7.80266  -29.16101  -13.44351  0.01

For the HOMO energy, the calculation gives -7.29 eV. For the energy, the calculation gives -1652.81602 hartree. The value obtained for the lowest unoccupied orbital energy is -0.17 eV. Its orbital gap is 7.12 eV.

[3]
# C4H8N2O2

An isolated molecule of C4H8N2O2 in a non-equilibrium geometry (the ωB97M-V functional and the def2-TZVPD basis, the OMol25 dataset).

Last column: natural (NBO) charge in e.
Element x y z (Å)
O  -2.81386  1.01367  -0.55034  -0.61
O  1.12206  0.51231  -1.48814  -0.65
N  -1.83863  -0.20324  1.39748  -0.73
N  2.67226  -0.26357  0.08265  -0.87
C  -1.52675  0.76822  -0.76260  -0.14
C  -0.95095  0.02732  0.40988  0.22
C  0.33303  -0.44098  0.53488  -0.03
C  1.28797  -0.41347  -0.54565  0.12
H  -0.84806  1.63305  -0.89511  0.30
H  3.23781  -1.06140  0.33671  0.36
H  3.18088  0.32632  -0.56213  0.39
H  0.78138  -0.84526  1.44183  0.22
H  -2.75741  0.09301  1.02647  0.43
H  -1.37342  0.17567  -1.70915  0.28
H  1.30407  -1.40081  -1.08042  0.30
H  -1.81040  0.07916  2.36366  0.41

The energy relative to the best compared isomer or geometry (same formula, charge and spin) comes out at 777.4 kJ/mol. For the HOMO energy, the calculation gives -8.63 eV. For the energy, the calculation gives -416.95985 hartree. The value obtained for the lowest unoccupied orbital energy is -3.55 eV. Its orbital gap is 5.07 eV.

[4]
# C11H30Cl2O4P3Tl

A structure of composition C11H30Cl2O4P3Tl in a non-equilibrium geometry (the ωB97M-V functional and the def2-TZVPD basis, the OMol25 dataset).

Last column: natural (NBO) charge in e.
Element x y z (Å)
Tl  1.41666  0.74475  -0.32000  1.00
Cl  4.59707  0.56234  1.19311  0.01
Cl  1.21935  -0.32074  2.17246  -0.64
P  -2.88770  -0.39610  -0.09900  1.66
P  -0.66773  2.10501  1.10692  1.22
P  1.09737  -2.04752  -0.83846  1.14
O  -4.37868  -0.65056  -0.70743  -0.84
O  -2.06279  0.36899  -1.32585  -0.86
O  -2.20607  -1.91981  -0.12307  -0.87
O  4.01397  1.36634  -1.23550  -0.57
C  0.51770  3.44412  1.50270  -0.98
C  2.90325  -2.19992  -1.13365  -0.97
C  6.03714  2.31768  -0.31093  -0.73
C  -2.96496  -3.15541  -0.02498  -0.26
C  4.81003  1.46837  -0.31242  0.58
C  0.82219  -3.41997  0.32074  -0.95
C  -2.00217  -0.06533  -2.69769  -0.26
C  -1.42333  1.78745  2.72691  -0.97
C  0.45052  -2.76396  -2.39417  -0.96
C  -4.84753  -1.13062  -1.99605  -0.26
C  -1.98170  3.08548  0.29055  -0.96
H  -1.01724  0.21613  -3.10014  0.19
H  -0.01584  4.21221  2.07722  0.28
H  1.01343  -3.67653  -2.63737  0.28
H  -1.65169  3.36178  -0.71865  0.26
H  -1.65838  2.74426  3.20832  0.27
H  -0.70187  1.21160  3.31485  0.29
H  -2.15589  3.99238  0.88547  0.27
H  -2.69452  -3.77833  -0.89620  0.19
H  1.34208  3.01962  2.09119  0.27
H  3.43741  -1.94195  -0.20960  0.27
H  -2.90337  2.49696  0.19467  0.27
H  6.92224  1.67717  -0.19276  0.28
H  -0.25406  -3.60633  0.41837  0.27
H  -4.05502  -2.99318  -0.02463  0.22
H  -2.78436  0.45143  -3.27123  0.21
H  -2.10818  -1.15964  -2.75673  0.19
H  -2.32666  1.18188  2.59230  0.28
H  -4.28573  -1.99443  -2.37981  0.18
H  -4.83268  -0.30562  -2.71741  0.20
H  3.21121  -1.48745  -1.91179  0.26
H  -2.67003  -3.66846  0.89785  0.20
H  0.92173  3.87421  0.57377  0.25
H  -0.61551  -3.00488  -2.28383  0.26
H  1.20809  -3.11850  1.29995  0.28
H  3.11905  -3.23384  -1.43980  0.27
H  0.55323  -2.03660  -3.21123  0.26
H  6.08416  2.84233  -1.27139  0.26
H  5.98675  3.04808  0.50860  0.27
H  1.33915  -4.31779  -0.04340  0.27
H  -5.87773  -1.46519  -1.83225  0.23

For the HOMO energy (alpha / beta), the calculation gives -15.15 / -15.13 eV. For the energy, the calculation gives -2854.44014 hartree. The value obtained for the lowest unoccupied orbital energy (alpha / beta) is -10.11 / -9.95 eV. The net charge is +2. Its orbital gap (alpha / beta) is 5.04 / 5.18 eV.

[5]
# C26H19N7NaO2S2

A structure of composition C26H19N7NaO2S2 in a non-equilibrium geometry (the ωB97M-V functional and the def2-TZVPD basis, the OMol25 dataset).

Last column: natural (NBO) charge in e.
Element x y z (Å)
S  -0.28442  4.38600  -3.30977  -0.19
S  2.11878  1.29609  1.06065  0.47
Na  -0.24738  -0.67440  -0.21736  0.87
O  -2.13014  -3.78872  3.91793  -0.72
O  -1.21265  -0.38162  1.60651  -0.73
N  -0.95068  -2.67613  1.93472  -0.54
N  0.88850  3.42001  -0.54095  -0.64
N  1.24264  -2.29660  -1.42252  -0.44
N  -1.28967  -0.29946  -2.17693  -0.46
N  1.18805  1.07548  -0.36199  -0.69
N  -0.16887  -2.62681  0.83209  -0.24
N  -0.14186  1.93700  -2.03578  -0.44
C  -4.06710  -1.25909  5.61711  -0.19
C  -2.35592  -0.78970  -2.86479  -0.23
C  1.99140  -4.56646  -1.32705  -0.26
C  2.68400  -3.16032  -3.12701  -0.28
C  1.26781  -3.49785  -0.81973  0.18
C  -2.38507  -1.43801  3.39381  -0.25
C  -2.58530  1.33370  -4.11273  -0.35
C  -2.63810  -2.57645  4.18583  0.43
C  -3.47329  -2.46619  5.30222  -0.32
C  2.14527  3.78539  -0.00320  0.23
C  -1.46095  -1.44181  2.21014  0.63
C  2.71177  -4.39167  -2.49884  -0.17
C  -3.00093  -0.23661  3.73696  -0.14
C  1.93184  -2.14404  -2.54755  0.07
C  3.88784  5.40438  0.32601  -0.21
C  -3.03836  0.09914  -3.74106  -0.21
C  -3.84081  -0.12954  4.83232  -0.28
C  4.08864  3.21146  1.28129  -0.19
C  2.84902  2.86522  0.76157  -0.27
C  4.60122  4.48890  1.08976  -0.24
C  -0.73485  0.74184  -2.69583  0.25
C  0.46374  -3.65200  0.43091  -0.02
C  -1.13952  1.61465  -3.84888  -0.32
C  0.68839  2.11243  -0.91762  0.60
C  2.66936  5.04826  -0.23655  -0.25
C  -0.53875  2.78816  -3.02555  0.16
H  0.51893  4.09296  -1.21425  0.42
H  4.28338  6.39802  0.15747  0.21
H  -1.64869  -3.69129  3.03947  0.50
H  3.22453  -2.98135  -4.04688  0.21
H  1.98154  -5.51697  -0.80791  0.21
H  1.86671  -1.16211  -3.00655  0.20
H  0.42511  -4.61106  0.94667  0.16
H  2.11508  5.74685  -0.85289  0.22
H  -3.21702  2.05206  -4.61910  0.20
H  -4.30811  0.81572  5.07646  0.20
H  -4.04217  -0.19410  -4.03766  0.20
H  -3.64598  -3.35498  5.89636  0.21
H  5.55541  4.75781  1.52424  0.21
H  -4.71766  -1.19760  6.48280  0.20
H  4.64202  2.47566  1.85403  0.22
H  3.28360  -5.21245  -2.91490  0.21
H  -2.78156  0.61949  3.11091  0.23
H  -0.47935  1.57162  -4.73616  0.20
H  -2.78945  -1.72290  -2.54025  0.18

For the HOMO energy, the calculation gives -3.08 eV. For the energy, the calculation gives -2494.70109 hartree. The value obtained for the lowest unoccupied orbital energy is 2.16 eV. The net charge is -1. Its orbital gap is 5.24 eV.

[6]
# F4KN2O8S4

A structure of composition F4KN2O8S4 in a non-equilibrium geometry (the ωB97M-V functional and the def2-TZVPD basis, the OMol25 dataset).

Last column: natural (NBO) charge in e.
Element x y z (Å)
K  -0.28530  -0.02007  1.79427  0.98
S  -0.90905  -2.47866  -0.96752  2.44
S  0.40050  -3.70376  0.63821  2.36
S  -0.77961  3.38770  -0.30032  2.41
S  1.50089  2.82698  0.18032  2.35
F  2.08030  1.34881  0.47625  -0.54
F  -2.33040  -1.71031  -0.95543  -0.53
F  1.10971  -3.28677  2.01428  -0.51
F  -2.15810  3.47550  0.56853  -0.55
O  -0.43023  4.77292  -0.39948  -0.90
O  -0.22699  -5.00418  1.00791  -0.87
O  1.78639  2.80886  -1.26007  -0.86
O  2.31207  3.63172  1.03710  -0.89
O  1.48722  -3.65459  -0.35630  -0.87
O  -1.34646  -3.70257  -1.59013  -0.90
O  -0.14482  -1.52576  -1.77059  -0.91
O  -1.34617  2.70409  -1.45633  -0.89
N  -0.07746  2.51454  0.80503  -1.13
N  -0.64247  -2.38448  0.53426  -1.20

The energy relative to the best compared isomer or geometry (same formula, charge and spin) comes out at 242.3 kJ/mol. For the HOMO energy, the calculation gives -7.67 eV. For the energy, the calculation gives -3303.66226 hartree. The value obtained for the lowest unoccupied orbital energy is 1.43 eV. The net charge is -1. Its orbital gap is 9.10 eV.